[1]
# C3H5F

A structure of composition C3H5F (ωB97M-V with the def2-TZVPD basis set, the OMol25 dataset).

Values from the calculation:
orbital gap: 10.5 eV
HOMO energy: -9.578 eV
F_max: 8.3 eV Å⁻¹
LUMO energy: 0.9 eV
ΔE to the lowest compared entry with this formula, charge and spin: 75.4 kcal per mole

```
! RIJCOSX wB97M-V def2-TZVPD def2/J DEFGRID3
* xyz 0 1
C 0.474 0.083 0.276
C 1.605 -0.791 0.035
C -1.483 0.459 -0.153
F -2.270 -0.583 0.118
H -1.796 1.396 0.440
H 0.836 0.940 0.686
H 1.523 -1.693 -0.403
H -1.451 0.688 -1.199
H 2.562 -0.499 0.201
*
```

Which charges does Löwdin predict for the atoms? In e, they are:
1. C 0.02
2. C 0.00
3. C -0.10
4. F -0.04
5. H 0.11
6. H -0.02
7. H -0.01
8. H 0.06
9. H 0.00

=====

[2]
# C8H12N4

A cluster of 2 separate species, C8H12N4 in total (ωB97M-V with the def2-TZVPD basis set, the OMol25 dataset).

Values from the calculation:
orbital gap: 9.0 eV
HOMO energy: -8.230 eV
F_max: 1.8 eV Å⁻¹
LUMO energy: 0.8 eV
ΔE to the lowest compared entry with this formula, charge and spin: 21.2 kcal per mole

```
! RIJCOSX wB97M-V def2-TZVPD def2/J DEFGRID3
* xyz 0 1
C 4.206 -0.760 -0.460
C 1.214 1.151 -0.235
C 2.236 0.074 -1.871
C 2.975 0.032 -0.716
N 1.124 0.817 -1.550
N 2.244 0.562 0.320
H 0.409 1.262 -2.100
H 0.455 1.820 0.136
H 2.334 -0.240 -2.896
H 4.108 -1.800 -0.760
H 4.443 -0.699 0.602
H 5.117 -0.438 -0.966
C -1.016 -0.985 1.651
C -2.164 -0.284 0.989
C -3.307 0.449 -0.690
C -3.395 0.057 1.489
N -2.147 -0.056 -0.359
N -4.077 0.595 0.423
H -3.790 0.660 -1.628
H -1.399 -2.001 1.737
H -0.812 -0.619 2.660
H -4.945 1.069 0.589
H -3.755 0.223 2.484
H -0.059 -0.887 1.150
*
```

Which charges does Löwdin predict for the atoms? In e, they are:
1. C -0.06
2. C -0.22
3. C -0.06
4. C -0.36
5. N 0.04
6. N 0.09
7. H 0.14
8. H 0.12
9. H 0.11
10. H 0.07
11. H 0.07
12. H 0.07
13. C -0.04
14. C -0.36
15. C -0.20
16. C -0.07
17. N 0.08
18. N 0.03
19. H 0.11
20. H 0.08
21. H 0.08
22. H 0.14
23. H 0.11
24. H 0.05